No. 1
ORCA calculation (ωB97M-V/def2-TZVPD) on C17H51O9V as an isolated structure at a distorted geometry.

Structure (XYZ):
```
78
Properties=species:S:1:pos:R:3:forces:R:3
H 4.693000 1.196527 3.307242 0.2 0.2 -1.3
H 1.716662 0.531260 -3.092227 -0.3 0.1 0.1
H -1.309255 -0.949969 -4.757767 0.3 -0.2 -1.1
H -1.459969 -6.183880 -1.000206 0.0 0.3 -0.1
H -1.740603 -4.803476 1.042453 -0.3 -0.9 0.1
O -2.267098 -0.902433 -4.714348 0.5 0.0 1.2
H 4.669557 3.671855 0.907940 -0.3 0.1 0.8
H -0.252001 -0.954108 5.601472 0.2 0.0 0.0
C -1.857697 -0.427647 4.268674 0.3 0.7 0.5
C -4.594858 -3.012761 0.574845 0.9 1.6 -0.1
H 1.788154 0.701098 -0.073179 0.0 0.5 -0.6
O -0.935022 5.421014 -2.444310 -0.2 0.6 -1.2
H 4.053463 1.952332 -0.370168 -0.3 -1.0 -0.4
H -0.249234 4.399985 -0.893690 0.5 -0.5 0.2
H 1.311748 0.329838 -5.467557 -0.6 -0.6 -0.1
H 3.473793 4.760919 0.204852 0.1 0.2 0.1
H -4.095950 -1.261592 -0.761964 -0.1 -0.4 -0.2
C 2.677296 1.534944 3.958107 0.0 1.3 -1.0
C -1.223289 -0.464745 5.673810 -0.1 -1.4 -0.7
C -0.649471 -6.201568 -0.271597 -1.4 -1.0 -0.8
H 3.412975 0.351040 2.163768 0.4 0.9 -0.3
O 3.718802 -0.426799 3.919474 0.9 -3.5 0.6
H -1.683449 -1.356557 -2.795383 0.0 0.2 0.4
H 1.781765 0.974725 4.226926 -0.1 -0.2 -0.7
H -1.016086 -3.237243 0.132131 -0.8 0.8 -0.2
H -1.905966 -1.339261 -0.011664 0.7 0.0 -0.2
H -0.911508 0.961504 -3.006314 0.4 -0.2 -0.5
H -0.652486 -0.195258 2.766730 0.0 0.2 0.0
H -3.176157 4.234717 -1.588200 0.0 0.2 0.2
V 1.977760 -2.735596 0.413978 -3.9 1.9 -1.2
C -1.992688 0.828349 -3.044127 0.9 -0.4 1.0
C -1.001481 4.287772 -1.674474 0.3 -2.0 1.3
H -1.979284 -1.377951 3.748842 0.2 -0.5 0.7
H -1.038894 0.477598 6.189640 -0.5 0.2 -0.4
H -2.878347 -0.050901 4.335199 0.0 0.5 -0.1
H -0.837001 3.331444 -2.170939 0.5 0.5 -1.0
C 3.731520 0.710246 3.142338 -1.9 1.4 2.7
H 3.603342 -0.193893 4.843605 0.1 -0.1 0.0
H 2.414569 2.503080 3.531735 -0.2 0.0 -0.2
H -4.379900 -3.120927 1.637945 -0.2 -0.4 0.0
H 2.885620 2.858238 -1.334688 0.3 0.1 -0.6
H -0.186515 -5.444275 1.583812 0.3 0.7 0.3
H -4.253368 -3.887747 0.021776 -0.3 0.0 -0.1
H -1.841705 -1.136788 6.268812 0.0 0.2 0.4
H 3.069574 1.796916 4.940751 0.7 0.0 0.0
H -3.813182 -1.005398 0.933818 0.0 0.0 0.2
C 3.688711 3.717327 0.434679 0.6 1.6 -0.8
H -3.379957 -0.853485 -3.018257 0.0 0.0 0.1
O 4.896104 3.157300 -1.715333 -0.1 0.9 -0.5
H 0.507845 0.632743 1.072804 -0.1 0.2 0.4
H -1.251995 6.110892 -1.856781 0.0 0.5 -0.2
H -2.366934 3.206714 -0.364444 0.1 -0.1 -0.1
H 2.848382 3.355286 1.027015 0.3 -0.3 0.2
H -2.359198 1.553824 -3.770384 -0.4 -0.4 0.1
H -5.656486 -2.798429 0.451889 0.1 -0.3 -0.1
C -2.306020 4.130310 -0.940095 0.3 0.6 0.6
O -1.057809 0.389222 3.411472 -0.1 0.2 -0.3
C 1.867803 -0.467489 -3.501816 1.3 -0.1 -2.0
O -2.376087 -2.176224 -0.002102 -0.6 0.5 0.2
H -2.155345 4.925173 -0.209625 -1.3 0.2 0.3
H 0.680738 -1.099660 -2.277702 -0.8 -0.6 0.7
H -2.229658 1.130729 -2.024074 -0.7 0.1 0.1
O -0.273347 -3.841620 0.200476 3.3 0.2 0.2
H 0.255685 -6.332310 -0.864650 0.3 0.4 0.5
C -0.741670 -5.091280 0.714727 0.0 0.3 0.3
H 0.023850 1.019819 -0.516393 0.3 0.1 -0.6
C 0.742754 0.410900 0.031794 0.3 0.5 1.4
H 5.725141 3.199981 -1.233181 0.1 0.1 0.1
H 2.008465 -1.377729 -5.516115 -0.2 0.2 0.1
C 3.849142 2.919813 -0.828770 -0.7 -1.8 1.1
H 2.822240 -0.831485 -3.121490 0.4 0.1 0.2
O 0.558430 -0.927627 -0.222682 1.5 -3.7 0.2
C -3.767377 -1.760954 0.149502 -0.2 -1.0 0.3
H 2.941350 0.116688 -5.169735 0.4 -0.3 -0.4
C 1.992377 -0.401457 -5.031619 0.8 1.3 0.8
H -0.834767 -7.122985 0.280440 0.2 -0.2 0.0
O 0.895685 -1.392352 -3.166375 -1.1 -0.2 0.8
C -2.345191 -0.646262 -3.291050 -0.9 0.8 -1.2
```
Positions in Å, forces in eV/Å.

Values from the calculation:
- ΔE to the lowest compared entry with this formula, charge and spin (kcal per mole) = 134.2
- net charge = +1
- strongest force on any atom (eV/Å) = 4.5
- ⟨S²⟩ = 3.817
- Kohn-Sham gap (spin up / spin down) (eV) = 5.7 / 5.8
- multiplicity = 4

Results of the Löwdin charge analysis, in e, for atoms 1 through 5: number 1, H, carries 0.116; number 2, H, carries 0.110; number 3, H, carries 0.056; number 4, H, carries 0.085; number 5, H, carries 0.124

***

No. 2
ORCA calculation (ωB97M-V/def2-TZVPD) on a 12-piece molecular cluster, C17H54F3N12O19S overall at a distorted geometry.

Structure (XYZ):
```
106
Properties=species:S:1:pos:R:3:forces:R:3
H 3.039002 9.666132 1.215562 0.5 0.5 -0.3
H -3.989998 -5.904158 0.417572 0.1 0.0 0.1
H -11.110898 2.891232 0.779842 -0.2 -0.6 0.3
H -3.539758 4.705412 1.940242 -0.6 -0.4 0.7
O 3.224312 -1.550538 -8.391948 0.0 -0.1 1.1
H 4.975682 -6.405448 -0.366308 -0.5 0.5 0.1
O 3.866242 -2.004498 8.044102 1.4 -0.1 2.8
O 11.655362 -0.629718 -0.716868 0.7 -0.9 0.5
N -4.531008 -2.686548 7.554122 -0.9 -2.6 1.9
N -3.482058 -1.156068 6.528952 3.4 3.3 -2.3
C 4.446212 -0.345698 -6.559408 -0.2 -0.3 -2.7
H 6.005522 8.195012 2.852862 -0.4 -0.1 -0.2
C 3.303242 -2.017308 6.815552 -1.0 -1.6 -1.4
H -9.033588 0.815952 0.214622 1.8 -0.6 -0.7
N -5.722618 6.463532 -3.881728 -2.4 3.3 3.7
C -5.113568 5.527412 -4.524248 0.3 0.1 -2.5
O 3.881752 -4.415688 6.205462 1.6 0.1 0.7
H -3.121458 -8.235878 0.477592 -0.3 -0.3 0.1
H 6.851512 -6.968648 0.185892 0.0 0.4 0.0
F 1.329992 0.734612 1.074822 0.3 -0.4 3.2
H -5.366568 -3.099948 7.942772 0.5 -0.1 0.1
O -2.392808 6.473482 0.823922 0.5 -0.2 -1.2
H -7.390398 -4.223228 -4.376968 0.1 -0.2 0.7
H -10.501358 1.222002 0.894832 -0.6 0.7 0.2
C 3.195092 -1.104078 -7.006928 0.0 0.2 -0.8
H -5.213708 7.539772 1.692422 0.4 -0.3 -0.4
H 4.418932 -2.785068 8.126882 0.3 -0.1 0.1
H 11.499882 -1.421968 -0.197488 0.7 0.2 0.5
C 9.659692 0.671152 -0.860118 -1.4 -3.2 -1.1
H 4.102352 -5.103128 0.483042 0.0 -0.4 -0.4
N 4.949372 -5.593738 0.234132 -3.2 0.1 -1.1
H 2.367662 -0.428848 -6.788958 -0.3 0.1 -0.3
O -5.669538 -0.902908 6.747152 -0.3 0.2 0.3
C 5.218422 9.652552 1.692582 0.7 -1.0 -0.4
H -4.714718 4.398742 -2.871528 0.1 0.0 -0.3
H 4.044352 -1.683988 6.089082 -0.3 0.2 -0.6
H 2.982882 -1.996538 -6.418208 0.4 -0.1 0.0
N -8.519308 1.659132 0.003282 5.6 -6.6 -1.3
N -4.302588 7.458322 1.264272 -4.3 9.0 -2.6
H 5.307002 10.737592 1.638372 0.5 -0.1 0.2
H -5.761638 -4.482488 -3.829538 -0.3 0.3 -0.2
F 2.075412 -0.114208 -0.707478 0.6 -0.5 -0.6
O 3.652642 7.922712 2.079172 0.3 -0.3 0.0
H 4.255032 -4.151328 5.361432 0.2 -0.1 -0.1
C -9.245848 2.645382 0.146322 -2.8 3.3 1.0
N 6.992702 -6.069358 0.623422 4.8 -3.0 -0.8
O -0.528178 -1.454818 -0.206598 0.6 -2.1 1.3
H 4.225342 0.058492 -5.571508 1.0 -0.6 0.6
H -4.533398 -2.624838 -6.250468 0.6 0.0 0.4
H -6.274528 6.214962 -3.073208 0.2 0.5 0.0
O 8.996202 0.399902 0.395592 1.3 0.9 -0.1
H 7.929462 -5.913038 0.967142 -0.4 0.1 0.1
O 6.131522 -4.342358 1.691892 -0.1 1.2 0.4
H 8.479002 -0.407948 0.357092 0.0 0.0 -0.4
H -5.486358 -8.897358 -0.018088 -0.2 0.2 0.0
H 5.509192 9.210872 0.739442 -0.4 0.3 -0.4
O -4.985118 5.653322 -5.709518 1.0 -0.2 -3.4
O 6.228882 9.095612 2.606632 -1.2 1.4 -0.1
C 6.032292 -5.240768 0.885212 -0.5 1.1 1.7
N -4.651238 4.508852 -3.873498 1.1 -3.4 2.1
O -1.601518 0.774272 0.150182 2.7 -2.0 -0.8
F 1.348112 1.912122 -0.612888 -0.4 0.4 -1.1
H -3.638218 -0.284708 6.042702 1.3 0.2 -0.2
N -4.071198 5.561252 2.012472 0.5 -4.1 1.3
C 3.756742 9.340712 1.968582 0.2 -1.1 1.0
H 4.551992 0.528802 -7.201398 -0.4 0.3 0.0
H -5.013158 5.630062 2.370342 0.4 -0.6 -0.3
H 5.878552 -1.667548 -6.272878 0.1 -0.2 0.0
O -7.085518 -2.762658 -6.044088 1.1 1.5 0.7
H -4.267438 -3.483448 -4.720528 0.2 0.5 -0.5
C 2.850492 -3.495388 6.503412 -0.4 0.2 -1.0
H 2.751262 7.616552 1.955172 -0.1 0.1 0.0
H 8.871932 0.779302 -1.605658 -0.1 1.0 -0.2
H 10.714632 -0.357738 -2.486228 0.0 0.6 -0.2
H 2.263422 -3.660108 5.599902 -1.2 1.1 0.3
H -3.491348 -9.212268 -1.878048 0.3 0.3 -0.2
H 2.383912 -3.934238 7.385342 -0.4 0.4 0.0
O -5.117138 -9.386448 -0.757048 0.8 1.4 -1.1
N -6.436718 -3.899058 -4.302808 -3.5 -3.1 5.4
N -4.864198 -3.187608 -5.479788 1.5 2.2 -1.6
C -3.530008 6.494742 1.251022 3.6 -4.3 2.0
C -6.192638 -3.070688 -5.239228 0.4 -1.2 -4.9
H -7.581488 1.741972 -0.362388 -0.2 -0.5 0.2
H -3.600038 -3.066688 7.648372 -0.7 -0.5 0.3
H -4.041668 8.084872 0.516302 -0.6 0.8 0.4
C -4.631438 -1.509208 6.972122 -3.0 -0.8 0.1
C 10.456312 -0.544758 -1.443928 0.5 1.1 -0.1
C -3.426268 -7.628418 -0.374568 -0.6 0.2 -1.1
H -4.585238 -7.870928 -2.262948 -0.3 0.1 0.4
H 3.480872 9.776952 2.928642 -0.1 0.2 0.1
H -5.856308 7.352412 -4.342288 -0.3 -0.5 0.1
N -10.427028 2.176932 0.574382 -3.5 1.3 0.8
H 2.468882 -1.325568 6.931442 -0.2 -0.1 -0.8
H -2.506488 -7.157998 -0.722148 0.0 0.0 -0.5
H -2.589358 -1.504068 6.848472 -0.3 0.4 -0.3
H 10.393852 1.476752 -0.848248 -0.5 0.1 0.6
H 10.080512 -1.564708 -1.524918 -1.2 0.2 0.5
O 5.644372 -1.056078 -6.974928 -0.5 0.4 1.7
O -4.393118 -6.645808 -0.039648 -0.2 0.2 0.4
O -8.925248 3.780872 -0.034988 0.0 3.0 -0.4
S -0.591758 -0.095928 -0.581748 -3.2 5.1 -1.7
H -4.339238 3.726392 -4.430728 0.0 0.2 0.3
C 1.133172 0.669422 -0.190058 -1.5 -0.4 -1.4
H 3.002332 -0.869318 -9.030898 0.0 0.4 0.4
C -4.152078 -8.457038 -1.452418 0.3 -2.4 1.9
O -0.725368 0.114032 -2.034128 0.8 -0.2 1.0
```
Positions in Å, forces in eV/Å.

Values from the calculation:
- net charge = -1
- strongest force on any atom (eV/Å) = 10.2
- Kohn-Sham gap (eV) = 7.4

Results of the Löwdin charge analysis, in e, for atoms 1 through 5: number 1, H, carries 0.120; number 2, H, carries 0.091; number 3, H, carries 0.111; number 4, H, carries 0.121; number 5, O, carries -0.079

***

No. 3
ORCA calculation (ωB97M-V/def2-TZVPD) on C17H56F2HgNO15S2 as an isolated structure at a distorted geometry.

Structure (XYZ):
```
94
Properties=species:S:1:pos:R:3:forces:R:3
H 1.337445 4.264100 3.293130 0.1 -0.2 0.0
C -3.523547 -7.845038 -2.857343 -0.4 0.2 1.4
C 2.239362 7.912323 -1.155946 -0.6 1.5 0.8
C 5.872783 -4.124964 0.436625 0.3 0.1 -0.4
H -2.300012 -7.805059 -1.107505 0.4 0.5 0.0
H -3.396564 -2.236996 -7.905962 -0.1 0.3 -0.3
H -3.466676 -6.436968 -1.113658 -0.5 -0.5 0.2
C -2.730375 -4.745208 3.424723 -0.5 -0.7 -1.8
H -1.149226 4.994189 4.900976 -0.3 -0.9 0.5
Hg 3.997789 -1.432782 -2.771699 -0.5 0.1 0.1
H -2.928542 5.078219 -3.276495 0.0 -0.6 0.0
H 7.805415 -4.861194 1.091243 0.1 0.3 0.0
H 7.857932 -3.614565 -0.214389 0.2 0.1 0.4
H -3.555572 6.303968 -4.668536 -0.3 0.3 -0.2
O 2.967822 7.862372 0.063764 0.0 -0.3 0.2
H 0.672785 9.091831 -2.021430 -0.2 0.0 0.1
C 3.276183 -0.903778 6.295289 0.9 0.8 -1.0
O 5.089045 -4.251156 -0.787826 0.3 0.2 0.9
H 4.069536 1.932625 1.389179 0.1 0.3 0.0
N 1.180607 -0.320216 -1.038170 -0.6 4.1 -2.0
H -2.874931 -3.842119 2.831738 -0.1 0.4 0.4
H 5.806302 -3.089348 0.770058 -0.2 0.0 -0.1
H -3.687946 -5.255161 3.530074 -0.2 0.1 -0.2
H -2.741818 0.285046 -7.244082 -0.4 0.1 -0.8
F 1.033774 -2.205164 0.178548 -0.3 0.0 -0.4
F 1.389746 1.921203 -1.947478 -0.6 -0.9 0.2
H 5.499934 -4.752009 1.246502 -0.5 -0.1 -0.2
O -0.157953 -0.447732 1.093697 -0.3 0.7 -1.3
O -0.900659 -0.334535 -6.844827 1.6 0.7 0.9
H 1.796919 6.930619 -1.325083 0.1 0.0 -0.6
H 7.481280 -5.221892 -0.585581 -0.5 -0.3 0.1
H -4.216808 -7.160949 -3.346755 0.0 0.0 -0.5
C -4.929578 4.519511 -2.576641 -0.4 1.0 0.0
H 4.126189 0.989449 -5.916333 0.3 0.2 -0.1
H -1.778138 -0.407046 -8.643306 -0.3 0.2 0.0
C 0.817272 4.814031 4.077398 -0.1 0.2 -0.1
O -2.155059 -5.824502 5.449549 1.0 0.4 0.1
H -1.874800 -2.647401 -7.203760 0.3 0.3 0.0
H 3.541358 -1.930398 4.398123 -0.2 0.0 0.0
H 3.704258 -0.836264 7.295438 0.1 -0.2 0.0
O -0.676636 3.012757 4.322943 -1.1 -0.8 0.9
H -1.162581 4.655742 3.211342 -0.1 0.0 -0.4
H -5.393835 4.086443 -3.462651 0.4 -0.3 0.0
H -2.238008 -6.308899 -2.231114 0.9 -0.3 0.2
H -4.104880 -8.686344 -2.480044 -0.1 0.1 0.1
H 1.260171 4.582694 5.046114 0.2 0.0 -0.1
H -3.074086 -6.041299 5.622676 -0.1 0.1 0.0
O -4.616478 1.751729 3.917266 -0.3 0.2 -0.2
H -3.112773 -1.815744 -6.269338 0.2 0.0 0.2
H 3.273133 0.743654 0.895239 -0.3 -0.1 -0.1
H 2.206356 -1.076967 6.411736 -0.1 -0.3 -0.1
S 0.071266 -0.972627 -0.229344 -1.8 -8.6 5.5
H -1.978557 -7.727427 -3.991895 0.2 0.0 -0.1
H -1.116855 -4.196337 4.536973 0.4 -0.5 1.0
O -4.230139 6.436281 -3.998423 -0.2 -0.2 -0.1
H -5.753431 5.022499 -2.070292 0.0 0.2 0.1
H -3.734385 1.788360 4.294317 0.2 0.1 0.1
S 0.150628 0.999824 -1.463576 0.4 6.3 -2.2
O 3.752156 1.070171 1.656906 0.1 -0.2 0.2
H -2.676389 -3.806672 5.260196 0.2 0.1 0.6
C -2.621687 -1.854416 -7.241664 -1.0 -0.7 -0.1
C -3.857412 5.549170 -2.954771 0.8 -0.5 0.2
H -5.613840 0.693568 2.487444 0.2 0.3 -0.1
H -1.208852 0.001987 -6.000220 0.4 0.0 0.3
H -3.931522 1.227381 2.040514 -0.1 -0.1 -0.3
C -0.659748 4.386232 4.140110 1.5 1.4 -0.9
H 0.343751 8.630537 -0.317630 -0.1 -0.4 -0.2
C 1.105292 8.943322 -1.031983 0.0 -0.3 0.2
H -4.587316 3.766646 -1.866607 0.3 -0.1 -0.3
H -2.093204 -5.355127 2.784321 0.0 -0.4 0.1
O 3.430410 0.405241 5.717615 -0.1 -0.2 0.4
O -2.565470 -8.424117 -3.689004 0.2 -0.1 -0.6
O -0.630588 0.811776 -2.671022 1.3 -0.6 2.0
C 7.325513 -4.474366 0.192267 0.5 0.1 -0.6
C -2.109731 -4.589303 4.755737 -0.6 0.7 -0.2
H -3.500142 6.138929 -2.110591 -0.5 0.1 0.4
H 1.388821 9.917691 -0.634086 0.6 0.0 -0.3
H 3.778705 -2.912899 5.851539 0.0 -0.2 -0.2
H 3.636236 0.287455 4.787364 0.0 0.1 -0.2
H 2.928108 8.284789 -1.914233 -0.1 -0.5 -0.5
H 4.826954 -5.174667 -0.782061 -0.3 -0.1 -0.4
C -2.056197 -0.487403 -7.592447 -0.7 -0.9 -0.1
H -0.047661 2.594326 3.730582 0.1 0.1 -0.2
O 3.507343 0.449182 -5.425014 0.1 -0.3 0.6
H 3.441452 7.028783 0.014699 0.3 0.1 0.4
C 3.965420 -1.937520 5.402225 -0.5 -0.4 0.7
H 5.046301 -1.837043 5.303671 0.0 0.4 0.3
H 0.990744 5.863978 3.841527 -0.3 0.1 0.2
C -4.588841 0.849719 2.823718 -0.1 -0.1 0.8
O -0.393198 1.850988 -0.379557 1.2 -3.0 -2.2
O -1.010901 -1.664396 -0.908793 1.2 2.0 0.3
H -4.224339 -0.106484 3.199106 0.2 -0.3 -0.3
C -2.824702 -7.073762 -1.722318 -0.6 0.0 -0.5
H 2.770094 0.324923 -6.022714 -0.4 -0.1 -0.2
```
Positions in Å, forces in eV/Å.

Values from the calculation:
- ΔE to the lowest compared entry with this formula, charge and spin (kcal per mole) = 89.1
- net charge = +1
- strongest force on any atom (eV/Å) = 10.3
- Kohn-Sham gap (eV) = 1.4

Results of the Löwdin charge analysis, in e, for atoms 1 through 5: number 1, H, carries 0.067; number 2, C, carries -0.336; number 3, C, carries -0.314; number 4, C, carries -0.294; number 5, H, carries 0.079

***

Which value of strongest force on any atom does entry 2 give?
10.2 eV/Å

***

Which of these has the highest strongest force on any atom?
C17H56F2HgNO15S2

***

Among the records above, which one has the lowest net charge?
C17H54F3N12O19S

***

Among the records above, which one has the lowest net charge?
C17H54F3N12O19S